1.
The following is a DFT calculation (wB97M-V/def2-TZVPD) of a structure of composition C40H31AsBrCl3GeN3OReS.

ORCA input file:
```
! wB97M-V def2-TZVPD RIJCOSX def2/J DEFGRID3
* xyz 2 1
Re 0.2276 0.0484 -0.3076
Br 0.9392 2.3250 6.9009
C 0.8702 2.0894 5.0245
C 1.6769 2.8850 4.1936
C 1.6440 2.7207 2.8349
C 0.8311 1.7370 2.2291
O 0.8535 1.6471 0.9298
C 0.0157 0.9384 3.0775
C -0.8810 -0.0435 2.5895
N -0.9657 -0.5242 1.3828
C -1.9204 -1.5316 1.1005
C -2.5456 -2.3437 2.0193
C -3.4988 -3.2876 1.6070
C -3.8221 -3.4294 0.2861
C -3.1638 -2.6518 -0.6884
C -3.3893 -2.7881 -2.0749
C -2.6712 -2.0231 -2.9523
C -1.6961 -1.1508 -2.4627
N -1.4522 -1.0038 -1.1703
C -2.1922 -1.7202 -0.2683
C 0.0453 1.1512 4.4744
H 2.3274 3.6242 4.6426
H 2.2436 3.3410 2.1812
H -1.5796 -0.4228 3.3309
H -2.3017 -2.2881 3.0712
H -3.9738 -3.9092 2.3533
H -4.5682 -4.1473 -0.0287
H -4.1177 -3.5055 -2.4306
H -2.8107 -2.1077 -4.0205
H -1.0764 -0.5773 -3.1397
H -0.5814 0.5484 5.1209
S 1.7406 0.5203 -2.0956
C 1.2400 1.8593 -3.0930
C 2.0408 2.1798 -4.1959
C 1.6759 3.2269 -5.0198
C 0.5226 3.9572 -4.7531
C -0.2745 3.6383 -3.6584
C 0.0800 2.5918 -2.8219
As -0.9983 2.1131 -1.2877
C -2.7921 2.4432 -2.0032
C -3.3453 3.7033 -1.7731
C -4.5369 4.0625 -2.3853
C -5.1846 3.1718 -3.2279
C -4.6377 1.9185 -3.4573
C -3.4460 1.5538 -2.8499
C -0.8295 3.5852 -0.0445
C -1.6650 3.5586 1.0705
C -1.5792 4.5634 2.0187
C -0.6564 5.5899 1.8549
C 0.1794 5.6074 0.7486
C 0.0991 4.6017 -0.2059
H 2.9358 1.6045 -4.3964
H 2.2884 3.4744 -5.8762
H 0.2397 4.7754 -5.4017
H -1.1753 4.2043 -3.4570
H -2.8527 4.4066 -1.1168
H -4.9537 5.0438 -2.2020
H -6.1143 3.4535 -3.7035
H -5.1365 1.2215 -4.1179
H -3.0382 0.5755 -3.0452
H -2.3932 2.7601 1.1767
H -2.2319 4.5506 2.8818
H -0.5981 6.3823 2.5894
H 0.8963 6.4088 0.6259
H 0.7447 4.6205 -1.0759
C 5.0753 -0.9582 3.9179
C 4.0357 -0.8540 2.8524
C 2.8863 -1.6381 2.8585
C 1.9401 -1.4826 1.8678
N 2.0740 -0.5962 0.8701
C 3.1992 0.1365 0.8284
C 4.1818 0.0343 1.7846
H 4.7766 -1.6418 4.7089
H 5.2715 0.0214 4.3559
H 6.0148 -1.3108 3.4884
H 2.7253 -2.3748 3.6340
H 1.0527 -2.1021 1.8568
H 3.3079 0.8274 0.0074
H 5.0666 0.6518 1.7035
Cl 0.6675 -2.9283 -3.2307
Ge 1.1892 -2.4395 -1.1976
Cl 0.2182 -3.9518 0.0230
Cl 3.2915 -2.7638 -1.0334
*
```

Results
HOMO-LUMO gap (spin up / spin down): 4.7 / 5.7 eV
HOMO energy (spin up / spin down): -0.4750 / -0.4741 Eh
Energy relative to the best compared isomer or geometry (same formula, charge and spin): 22.1 kcal/mol
Total energy: -286422.35499 eV
M: 1121.8 g/mol

***

2.
The following is a DFT calculation (wB97M-V/def2-TZVPD) of a structure of composition C40H31AsBrCl3GeN3OReS.

ORCA input file:
```
! wB97M-V def2-TZVPD RIJCOSX def2/J DEFGRID3
* xyz 2 3
Re 1.3276 -0.3643 0.4832
Br -2.1480 3.7181 -3.9667
C -0.7378 2.5760 -3.5053
C 0.6265 3.1200 -3.5904
C 1.6269 2.5086 -2.9468
C 1.3307 1.2667 -2.2223
O 1.8575 1.0229 -1.1462
C 0.2505 0.4228 -2.9019
C 1.0299 -1.4647 -1.4350
N 0.6934 -2.4532 -0.6433
C 1.6620 -3.3609 -0.1590
C 1.3617 -4.6927 -0.0349
C 2.3581 -5.6125 0.3613
C 3.6380 -5.1955 0.5955
C 3.9666 -3.8203 0.5019
C 5.2669 -3.3029 0.6914
C 5.4759 -1.9540 0.5934
C 4.3784 -1.1049 0.3986
N 3.1438 -1.5529 0.2293
C 2.9497 -2.9048 0.1939
C -0.9618 1.3478 -3.0495
H 0.7791 4.0720 -4.0813
H 2.6011 2.9601 -2.8143
H 1.9894 -1.3785 -1.9433
H 0.3715 -5.0346 -0.3022
H 2.1031 -6.6591 0.4509
H 4.4122 -5.9018 0.8652
H 6.0831 -3.9824 0.9028
H 6.4614 -1.5248 0.6987
H 4.5090 -0.0306 0.3888
H -1.9567 0.9731 -2.8787
S 2.6242 0.9429 1.9379
C 1.7173 2.2623 2.7448
C 2.4329 3.1017 3.5950
C 1.7783 4.1217 4.2659
C 0.4087 4.3024 4.1163
C -0.3090 3.4628 3.2799
C 0.3500 2.4657 2.5715
As -0.5735 1.0604 1.6209
C -2.0534 2.1316 0.9957
C -3.2600 2.3155 1.6571
C -4.1104 3.3377 1.2550
C -3.7377 4.1882 0.2260
C -2.5090 4.0299 -0.4018
C -1.6658 2.9969 -0.0246
C -2.1380 -1.7455 2.0218
C -3.2924 -1.3524 1.5295
C -3.9531 -0.7799 2.9972
C -2.9265 -0.6257 3.8518
C -1.1783 -2.2427 4.3770
C -0.5966 0.0035 3.2414
H 3.4946 2.9450 3.7358
H 2.3403 4.7736 4.9212
H -0.0984 5.0895 4.6573
H -1.3818 3.5789 3.1825
H -3.5290 1.6760 2.4848
H -5.0500 3.4865 1.7701
H -4.3944 4.9942 -0.0728
H -2.2013 4.7310 -1.1644
H -0.6880 2.8818 -0.4830
H -3.7603 -1.5652 0.5856
H -4.9868 -0.5181 3.1654
H -3.0836 0.0312 4.7010
H -1.6302 -2.8138 5.1613
H 0.1430 0.4389 3.8967
C -2.4140 -1.2047 -6.0222
C -1.5216 -1.0216 -4.8379
C -1.9470 -1.4360 -3.6024
C -1.1343 -1.5317 -2.4547
N -0.0424 -0.8413 -2.2145
C 0.6992 -0.0092 -4.2947
C -0.1590 -0.6045 -5.1271
H -3.4572 -1.3083 -5.7354
H -2.1181 -2.1064 -6.5666
H -2.3014 -0.3723 -6.7177
H -2.9123 -1.9231 -3.5410
H -1.3366 -2.3002 -1.7120
H 1.7205 0.1773 -4.6025
H 0.1794 -0.8078 -6.1378
Cl 0.8989 -2.9539 4.5396
Ge 0.3091 -2.0994 2.1842
Cl -1.5032 -1.2492 3.2910
Cl -1.5914 -3.8068 1.4181
*
```

Results
HOMO-LUMO gap (spin up / spin down): 4.8 / 4.9 eV
HOMO energy (spin up / spin down): -0.4289 / -0.4378 Eh
Expectation value of S²: 2.098
Energy relative to the best compared isomer or geometry (same formula, charge and spin): 709.7 kcal/mol
Total energy: -286393.48960 eV
M: 1121.8 g/mol

***

3.
The following is a DFT calculation (wB97M-V/def2-TZVPD) of a structure of composition C40H31F3N9O5S3Sr.

ORCA input file:
```
! wB97M-V def2-TZVPD RIJCOSX def2/J DEFGRID3
* xyz -1 1
Sr -0.1200 0.3963 -0.0243
O 2.0617 1.6100 3.8507
C 1.1770 1.5192 3.0139
N 0.7602 0.4072 2.3545
C 0.8275 -0.7712 3.0364
O 0.8535 -0.9386 4.2421
C 0.8441 -2.0464 2.1382
C 1.0785 -3.3176 2.9856
C 0.3530 -4.5045 2.4540
C -0.5947 -4.3818 1.5298
C -0.8906 -3.0657 0.9495
N -0.2474 -1.9964 1.1832
C 0.5185 2.8229 2.5627
C 1.0835 4.0140 3.0066
C 0.5287 5.2143 2.6051
C -0.5922 5.1883 1.7888
C -1.0901 3.9546 1.4060
N -0.5511 2.7908 1.7659
H 0.8829 -3.1782 4.0493
H 0.5912 -5.4826 2.8598
H -1.1503 -5.2321 1.1576
H -1.6932 -2.9997 0.2157
H 1.9503 3.9547 3.6488
H 0.9598 6.1555 2.9237
H -1.0706 6.0958 1.4447
H -1.9566 3.9010 0.7540
S 1.7333 8.0685 -2.6166
N 0.4288 7.1514 -2.8934
C 0.6431 5.9956 -2.2897
C -0.2781 4.8748 -2.2605
C -1.5051 4.8912 -2.9243
C -2.3169 3.7841 -2.8480
C -1.8885 2.6940 -2.0884
N -0.7326 2.6799 -1.4410
C 0.0852 3.7362 -1.5344
C 1.3995 3.6588 -0.8541
N 1.6905 2.5321 -0.1990
C 2.8873 2.3991 0.3446
C 3.8596 3.3980 0.3027
C 3.5598 4.5787 -0.3333
C 2.3068 4.7198 -0.9309
C 1.9058 5.9205 -1.6386
N 2.6247 7.0228 -1.7618
H -1.7883 5.7688 -3.4910
H -3.2685 3.7390 -3.3589
H -2.4981 1.7960 -1.9996
H 3.0839 1.4561 0.8425
H 4.8204 3.2301 0.7680
H 4.2708 5.3925 -0.3895
N 4.0016 -6.9431 0.9998
C 4.1966 -5.8361 0.2610
S 5.1401 -5.8498 -1.0862
C 3.4747 -4.6194 0.7376
C 3.2770 -4.4173 2.0473
C 2.5660 -3.2028 2.5498
N 2.1886 -2.2124 1.5034
C 2.3308 -2.5608 0.1665
C 3.0014 -3.6448 -0.2433
H 4.4773 -7.7872 0.7342
H 3.3185 -6.9599 1.7355
H 3.6604 -5.0981 2.7989
H 3.1444 -2.7055 3.3329
H 1.9298 -1.8585 -0.5555
H 3.1826 -3.8091 -1.2932
C -4.4735 -1.2000 1.0804
S -3.1088 -0.1377 1.5525
C -3.9258 1.4202 1.2134
O -2.9736 -0.2423 3.0299
H -5.3811 -0.8611 1.5811
H -4.2161 -2.1978 1.4342
H -4.5731 -1.1835 -0.0039
H -4.2146 1.4466 0.1623
H -3.2088 2.2049 1.4423
H -4.7876 1.5007 1.8772
F 3.1746 0.2219 -1.7098
C 1.8068 0.2099 -2.0629
F 1.7599 -0.8576 -2.9587
F 1.7433 1.3181 -2.9323
O -3.4375 -0.2272 -1.7269
C -2.5310 -1.0688 -1.9100
O -1.3310 -0.9504 -1.5509
C -2.8824 -2.3716 -2.6064
C -4.1989 -2.6601 -2.9442
C -4.5182 -3.8665 -3.5513
C -3.5185 -4.7897 -3.8283
C -2.1997 -4.5023 -3.4996
C -1.8826 -3.2973 -2.8891
H -4.9601 -1.9220 -2.7257
H -5.5466 -4.0872 -3.8112
H -3.7662 -5.7310 -4.3041
H -1.4147 -5.2147 -3.7214
H -0.8611 -3.0469 -2.6317
*
```

Results
HOMO-LUMO gap: 6.4 eV
HOMO energy: -0.1876 Eh
Energy relative to the best compared isomer or geometry (same formula, charge and spin): 54.7 kcal/mol
Total energy: -107130.97213 eV
M: 958.6 g/mol

***

4.
The following is a DFT calculation (wB97M-V/def2-TZVPD) of a structure of composition C40H32AsAuCl2IN2OPS.

ORCA input file:
```
! wB97M-V def2-TZVPD RIJCOSX def2/J DEFGRID3
* xyz 0 1
Au -0.4039 0.1575 -0.4700
Cl 4.8590 5.1308 -0.8090
C 3.9207 3.6535 -0.8579
C 4.5559 2.4492 -0.8203
C 3.8357 1.2464 -0.8356
I 4.8837 -0.5422 -0.9354
C 2.4360 1.1909 -0.8274
O 1.7934 0.0963 -0.7398
C 1.7762 2.5016 -0.9604
N 0.4313 2.4917 -1.1155
C -0.2076 3.6130 -1.3182
C 0.4356 4.8723 -1.3293
C 1.7834 4.9123 -1.1381
C 2.5138 3.7103 -0.9717
H 5.6368 2.4228 -0.7788
H -1.2822 3.5460 -1.4741
H -0.1397 5.7750 -1.4839
H 2.3143 5.8546 -1.1280
Cl -5.3521 -2.7570 -0.6432
C -4.6016 -1.2076 -0.4578
C -5.3315 -0.1094 -0.0433
C -4.6731 1.1001 0.0833
C -3.3178 1.1626 -0.2037
N -2.6198 0.0957 -0.5961
C -3.2489 -1.0734 -0.7251
H -6.3858 -0.2079 0.1771
H -5.1940 1.9904 0.4041
H -2.7663 2.0862 -0.1004
H -2.6599 -1.9243 -1.0392
S -0.5802 -1.5004 1.7767
C 0.0469 -0.5806 4.6930
C 0.4025 0.5172 5.6877
As 0.8830 -0.2243 7.4511
C 1.9663 1.2781 8.0706
C 3.0008 1.0289 8.9700
C 3.7836 2.0665 9.4521
C 3.5361 3.3723 9.0470
C 2.4986 3.6321 8.1655
C 1.7156 2.5897 7.6804
C 2.3467 -1.3244 6.7746
C 3.3936 -0.7795 6.0314
C 4.3729 -1.6012 5.4957
C 4.3189 -2.9756 5.7011
C 3.2823 -3.5246 6.4394
C 2.2975 -2.6994 6.9733
P -0.0175 -0.0405 2.9565
C -1.1242 1.3949 2.9207
C -2.2957 1.3518 3.6752
C -3.1824 2.4183 3.6545
C -2.9027 3.5395 2.8825
C -1.7490 3.5813 2.1135
C -0.8652 2.5090 2.1274
C 1.6680 0.5502 2.6679
C 2.1024 1.8377 2.9820
C 3.4441 2.1709 2.8538
C 4.3581 1.2174 2.4296
C 3.9312 -0.0680 2.1287
C 2.5916 -0.4015 2.2399
H -0.8983 -1.0742 4.9305
H 0.8205 -1.3543 4.6689
H -0.4309 1.2120 5.8106
H 1.2671 1.0888 5.3424
H 3.2091 0.0129 9.2866
H 4.5883 1.8563 10.1445
H 4.1502 4.1820 9.4180
H 2.2968 4.6471 7.8483
H 0.9057 2.8166 6.9978
H 3.4445 0.2908 5.8627
H 5.1763 -1.1690 4.9131
H 5.0842 -3.6159 5.2826
H 3.2355 -4.5940 6.5985
H 1.4851 -3.1323 7.5454
H -2.5265 0.4770 4.2709
H -4.0869 2.3772 4.2472
H -3.5856 4.3796 2.8811
H -1.5304 4.4447 1.4978
H 0.0201 2.5404 1.5048
H 1.4060 2.5848 3.3388
H 3.7714 3.1765 3.0825
H 5.4020 1.4804 2.3190
H 4.6392 -0.8074 1.7799
H 2.2482 -1.3904 1.9621
*
```

Results
HOMO-LUMO gap: 6.9 eV
HOMO energy: -0.2537 Eh
Energy relative to the best compared isomer or geometry (same formula, charge and spin): 0.0 kcal/mol
Total energy: -164828.81736 eV
M: 1089.4 g/mol

***

5.
The following is a DFT calculation (wB97M-V/def2-TZVPD) of a structure of composition C40H32BrN2O4S4Tc.

ORCA input file:
```
! wB97M-V def2-TZVPD RIJCOSX def2/J DEFGRID3
* xyz 1 2
Tc 0.0292 0.1689 0.6304
Br 2.3831 -0.5472 1.4437
C 3.6835 -0.4625 0.0296
C 4.9519 -0.2366 0.4852
C 6.0302 -0.1400 -0.4107
C 5.7880 -0.2339 -1.7472
C 4.4785 -0.4505 -2.2389
C 4.2807 -0.4924 -3.6430
C 3.0442 -0.6802 -4.1779
C 1.9565 -0.8825 -3.3104
C 2.1092 -0.8656 -1.9486
C 3.3788 -0.6131 -1.3488
H 5.1250 -0.1209 1.5468
H 7.0291 0.0243 -0.0314
H 6.5941 -0.1387 -2.4635
H 5.1457 -0.3621 -4.2814
H 2.8915 -0.6987 -5.2480
H 0.9760 -1.0822 -3.7233
C -3.8075 4.9123 5.8030
C -3.5840 3.9357 4.6826
C -2.3068 3.4735 4.3751
C -2.1002 2.5726 3.3423
C -3.1822 2.1355 2.5948
C -4.4658 2.5780 2.8838
C -4.6570 3.4760 3.9213
S -3.0251 0.8362 1.3659
O -4.1562 1.0047 0.4323
O -1.3449 -0.5729 3.3466
N -1.5645 1.3197 0.6323
C -1.5312 2.5564 -0.0453
C -2.5722 3.4377 -0.2078
C -2.3693 4.6631 -0.8769
C -1.1507 5.0083 -1.3799
C -0.0612 4.1184 -1.2345
C 1.2354 4.3999 -1.7044
C 2.2351 3.4962 -1.4859
C 1.9407 2.2979 -0.8213
N 0.7366 1.9754 -0.3939
C -0.2660 2.8907 -0.5758
H -2.8905 5.0915 6.3619
H -4.5631 4.5424 6.4970
H -4.1607 5.8699 5.4168
H -1.4608 3.8212 4.9558
H -1.1015 2.2160 3.1223
H -5.2991 2.2277 2.2877
H -5.6580 3.8264 4.1443
H -3.5587 3.1933 0.1533
H -3.2100 5.3353 -0.9855
H -0.9985 5.9510 -1.8891
H 1.4244 5.3333 -2.2202
H 3.2492 3.6761 -1.8136
H 2.7300 1.6005 -0.6322
C -0.2601 -4.8621 0.1750
O -0.1492 -3.4516 -0.1173
C 0.9751 -2.9921 -0.6060
S 2.4074 -3.7103 -0.7516
S 0.6089 -1.2756 -1.0930
H 0.0943 -5.0439 1.1859
H 0.3309 -5.4314 -0.5377
H -1.3192 -5.0861 0.0933
O 0.3371 -2.3179 2.6889
S -0.7359 -1.4839 2.1570
C -1.6499 -1.0647 4.6268
C -2.9103 -0.7374 5.0984
C -3.2672 -1.1212 6.3810
C -2.3715 -1.8306 7.1700
C -1.1150 -2.1459 6.6761
C -0.7343 -1.7605 5.3965
C -2.0840 -2.6330 1.8950
C -2.0307 -3.8245 2.6048
C -3.0755 -4.7295 2.4877
C -4.1491 -4.4474 1.6542
C -4.1809 -3.2586 0.9354
C -3.1494 -2.3401 1.0569
H -3.5880 -0.1811 4.4634
H -4.2476 -0.8667 6.7613
H -2.6510 -2.1327 8.1704
H -0.4122 -2.6920 7.2916
H 0.2472 -1.9936 5.0140
H -1.1866 -4.0260 3.2491
H -3.0477 -5.6544 3.0484
H -4.9618 -5.1558 1.5604
H -5.0120 -3.0385 0.2786
H -3.1830 -1.4274 0.4760
*
```

Results
HOMO-LUMO gap (spin up / spin down): 7.3 / 7.3 eV
HOMO energy (spin up / spin down): -0.3892 / -0.3893 Eh
Expectation value of S²: 0.755
Total energy: -168745.46596 eV
M: 910.9 g/mol